No. 1
Below is a cluster of 13 separate species, C28H53Cl24FNO7P in total, with properties calculated with wB97M-V/def2-TZVPD.

Results
Relative energy (zero: lowest compared OMol25 entry of this formula, charge and spin), kJ/mol: 44.4
Total energy, eV: -358264.740
Kohn-Sham gap, eV: 9.453

The geometry in ORCA input format:
```
! RIJCOSX wB97M-V def2-TZVPD def2/J DEFGRID3
* xyz 0 1
C 5.38 1.51 -0.76
C 4.79 1.24 -2.15
C 3.39 1.85 -2.36
O 2.35 0.88 -2.32
C 1.74 0.88 -1.06
C 0.69 2.00 -0.97
O 0.50 2.93 -1.72
N -0.10 1.65 0.19
C -0.49 0.21 -0.06
C -1.71 0.38 -0.99
C -3.06 -0.08 -0.42
C -0.80 -0.25 1.37
C -1.17 -1.72 1.61
C -2.51 -1.91 2.33
F -0.19 -2.24 2.48
C 0.84 -0.38 -0.76
C 1.71 -1.23 0.20
C 3.12 -1.47 -0.35
O 3.50 -2.83 -0.11
C 4.70 -3.14 -0.60
O 5.49 -2.38 -1.12
C 0.68 -1.11 -2.11
P -0.17 -2.69 -2.11
O 0.41 -3.74 -1.26
O -0.09 -3.08 -3.67
O -1.73 -2.49 -1.82
H 6.04 0.70 -0.46
H 4.60 1.63 -0.01
H 5.99 2.41 -0.73
H 4.76 0.18 -2.36
H 5.44 1.72 -2.88
H 3.22 2.61 -1.60
H 3.34 2.37 -3.31
H 2.41 1.07 -0.22
H 0.58 1.72 0.95
H -1.60 -0.09 -1.95
H -1.82 1.44 -1.18
H -3.04 -1.13 -0.17
H -3.81 0.03 -1.20
H -3.38 0.52 0.42
H 0.04 -0.01 2.02
H -1.61 0.38 1.70
H -1.12 -2.32 0.71
H -2.98 -0.97 2.59
H -2.32 -2.44 3.26
H -3.21 -2.48 1.73
H 1.83 -0.67 1.12
H 1.25 -2.18 0.45
H 3.82 -0.84 0.20
H 3.26 -1.22 -1.40
H 4.93 -4.20 -0.46
H 1.63 -1.30 -2.59
H 0.14 -0.45 -2.79
H -0.66 -3.84 -3.83
H -2.02 -3.29 -1.36
C 3.33 5.73 -0.17
Cl 4.05 6.76 1.08
Cl 4.52 4.66 -0.94
H 2.58 5.10 0.30
H 2.89 6.35 -0.92
C 3.32 -5.37 2.44
Cl 4.59 -4.86 3.57
Cl 1.85 -4.41 2.61
H 3.69 -5.25 1.43
H 3.08 -6.41 2.64
C 3.36 -8.43 5.12
Cl 3.19 -8.91 3.43
Cl 1.83 -8.58 6.00
H 4.09 -9.07 5.59
H 3.67 -7.39 5.16
C -0.99 4.62 3.05
Cl 0.51 4.09 2.27
Cl -2.18 5.20 1.87
H -1.41 3.78 3.59
H -0.74 5.43 3.72
C -3.46 3.20 -3.53
Cl -3.13 1.58 -4.17
Cl -4.92 3.24 -2.53
H -2.62 3.51 -2.93
H -3.59 3.87 -4.37
C 4.04 9.23 4.57
Cl 3.40 10.87 4.56
Cl 5.07 8.90 3.17
H 4.63 9.09 5.47
H 3.21 8.53 4.55
C -8.59 3.67 -3.27
Cl -9.62 4.86 -4.07
Cl -8.35 4.03 -1.56
H -9.05 2.69 -3.36
H -7.62 3.67 -3.76
C 3.70 -5.01 -3.77
Cl 3.29 -3.32 -3.50
Cl 4.76 -5.22 -5.18
H 4.22 -5.38 -2.90
H 2.79 -5.56 -3.94
C -0.39 8.83 4.46
Cl -2.06 9.23 4.07
Cl -0.27 7.28 5.32
H 0.18 8.75 3.54
H 0.02 9.60 5.09
C -6.38 -0.27 -4.51
Cl -7.44 0.91 -5.30
Cl -6.14 0.10 -2.80
H -6.84 -1.25 -4.59
H -5.42 -0.26 -5.00
C 2.59 -11.24 8.58
Cl 4.05 -10.51 7.91
Cl 2.12 -10.51 10.11
H 1.78 -11.11 7.87
H 2.78 -12.30 8.74
C -10.94 0.11 -6.64
Cl -11.97 1.29 -7.45
Cl -10.74 0.48 -4.92
H -11.39 -0.86 -6.73
H -9.96 0.13 -7.10
*
```

Löwdin population analysis, charges in e, atoms 1 to 99: C -0.1279; C -0.1913; C -0.2099; O -0.0889; C -0.2225; C -0.3592; O 0.1425; N 0.0632; C -0.3001; C -0.1681; C -0.0741; C -0.0735; C -0.3312; C -0.0234; F -0.0898; C -0.2560; C -0.0904; C -0.1503; O -0.0309; C -0.3881; O 0.0509; C -0.1411; P 0.4460; O -0.2720; O -0.1362; O -0.1260; H 0.0695; H 0.0554; H 0.0298; H 0.0962; H 0.1055; H 0.0462; H 0.1268; H 0.1531; H 0.0707; H 0.0684; H 0.1042; H 0.0506; H 0.0272; H 0.0849; H 0.1209; H 0.1096; H 0.1145; H 0.0743; H 0.0830; H 0.0745; H 0.1216; H 0.0846; H 0.1293; H 0.0882; H 0.1391; H 0.0653; H 0.1155; H 0.0812; H 0.0922; C -0.9903; Cl 0.4910; Cl 0.6075; H -0.0113; H 0.0316; C -1.0197; Cl 0.5034; Cl 0.5728; H 0.0038; H -0.0469; C -1.0151; Cl 0.5293; Cl 0.5155; H -0.0253; H 0.0056; C -1.0147; Cl 0.5428; Cl 0.5154; H 0.0287; H -0.0685; C -0.9774; Cl 0.5308; Cl 0.5111; H 0.0224; H 0.0274; C -1.0159; Cl 0.5010; Cl 0.4902; H 0.0261; H 0.0140; C -1.0673; Cl 0.5073; Cl 0.4955; H -0.0153; H -0.0206; C -0.9935; Cl 0.6179; Cl 0.5179; H 0.0214; H 0.0284; C -1.0150; Cl 0.5234; Cl 0.5373; H 0.0262

No. 2
Below is a cluster of 6 separate species, C28H53FN2O12S6 in total, with properties calculated with wB97M-V/def2-TZVPD.

Results
Total energy, eV: -125173.131
Kohn-Sham gap, eV: 7.983

The geometry in ORCA input format:
```
! RIJCOSX wB97M-V def2-TZVPD def2/J DEFGRID3
* xyz 0 1
O 3.98 -0.13 1.80
S 3.25 0.92 2.41
O 3.90 2.12 2.79
F 2.65 0.30 3.75
N 1.91 1.28 1.57
C 0.88 0.21 1.44
C 1.26 -0.93 0.50
C 1.31 -0.49 -0.97
C 2.59 0.27 -1.37
N 2.37 1.67 -1.69
C 3.32 2.63 -1.51
C 2.83 3.83 -1.94
C 1.51 3.59 -2.40
C 1.26 2.26 -2.23
H 1.49 2.06 2.08
H 0.61 -0.19 2.43
H -0.02 0.69 1.06
H 0.46 -1.67 0.58
H 2.18 -1.43 0.80
H 1.29 -1.41 -1.56
H 0.41 0.05 -1.23
H 3.01 -0.21 -2.25
H 3.35 0.19 -0.60
H 4.30 2.46 -1.09
H 3.35 4.78 -1.94
H 0.83 4.32 -2.81
H 0.37 1.70 -2.46
C -3.08 -4.15 3.55
C -2.27 -3.25 4.50
C -1.15 -2.61 3.67
S -1.77 -2.51 1.98
O -0.97 -3.36 1.14
O -2.00 -1.12 1.63
C -3.33 -3.31 2.30
H -4.01 -4.48 4.00
H -2.50 -5.03 3.29
H -2.91 -2.48 4.91
H -1.86 -3.81 5.33
H -0.90 -1.60 4.01
H -0.25 -3.22 3.65
H -3.61 -3.89 1.42
H -4.07 -2.53 2.48
C 4.89 9.69 -0.83
C 4.82 9.75 -2.36
C 4.54 8.33 -2.86
S 3.64 7.50 -1.54
O 4.47 6.45 -1.01
O 2.28 7.26 -1.96
C 3.69 8.87 -0.38
H 4.88 10.69 -0.38
H 5.82 9.20 -0.52
H 4.01 10.41 -2.66
H 5.74 10.14 -2.79
H 3.93 8.31 -3.76
H 5.46 7.77 -3.02
H 3.77 8.48 0.63
H 2.76 9.43 -0.50
C -3.48 -1.13 -2.84
C -2.01 -1.53 -3.01
C -1.78 -2.83 -2.23
S -3.37 -3.68 -2.23
O -3.86 -3.74 -0.87
O -3.29 -4.87 -3.04
C -4.28 -2.41 -3.09
H -3.77 -0.34 -3.53
H -3.66 -0.78 -1.82
H -1.79 -1.69 -4.07
H -1.34 -0.74 -2.66
H -1.05 -3.48 -2.70
H -1.51 -2.64 -1.19
H -5.30 -2.37 -2.71
H -4.29 -2.67 -4.15
C 4.65 0.55 6.86
C 6.09 0.01 6.86
C 6.11 -1.22 7.77
S 4.45 -1.92 7.72
O 3.85 -1.80 9.02
O 4.47 -3.18 7.02
C 3.75 -0.66 6.66
H 4.50 1.30 6.08
H 4.43 1.03 7.82
H 6.36 -0.28 5.84
H 6.80 0.76 7.19
H 6.81 -1.98 7.44
H 6.31 -0.96 8.81
H 2.71 -0.49 6.94
H 3.80 -1.02 5.63
C -8.36 -5.38 -4.99
C -8.44 -5.35 -6.52
C -7.89 -3.99 -6.98
S -6.71 -3.48 -5.73
O -7.21 -2.29 -5.08
O -5.38 -3.52 -6.26
C -6.97 -4.87 -4.63
H -8.53 -6.38 -4.59
H -9.12 -4.71 -4.56
H -7.83 -6.15 -6.93
H -9.46 -5.50 -6.88
H -7.38 -4.05 -7.94
H -8.67 -3.23 -7.03
H -6.86 -4.54 -3.60
H -6.20 -5.61 -4.87
*
```

Löwdin population analysis, charges in e, atoms 1 to 99: O -0.2406; S 0.5611; O -0.2431; F -0.1645; N -0.0867; C -0.2032; C -0.1821; C -0.1579; C -0.1270; N -0.1174; C -0.1039; C -0.0897; C -0.0941; C -0.1121; H 0.1219; H 0.0967; H 0.1220; H 0.0714; H 0.1107; H 0.1112; H 0.0840; H 0.1233; H 0.1006; H 0.1211; H 0.0486; H 0.0911; H 0.0986; C -0.2126; C -0.2102; C -0.2148; S 0.6618; O -0.3221; O -0.3238; C -0.2246; H 0.1162; H 0.1214; H 0.1165; H 0.1151; H 0.0960; H 0.1089; H 0.0813; H 0.1142; C -0.2220; C -0.2144; C -0.2148; S 0.6592; O -0.3231; O -0.3169; C -0.2295; H 0.1139; H 0.1189; H 0.1159; H 0.1127; H 0.1023; H 0.1050; H 0.1080; H 0.1071; C -0.2031; C -0.2001; C -0.2076; S 0.6756; O -0.3306; O -0.3217; C -0.2356; H 0.1190; H 0.1199; H 0.1205; H 0.0937; H 0.1070; H 0.0744; H 0.1053; H 0.0845; C -0.2157; C -0.2096; C -0.2188; S 0.6607; O -0.3237; O -0.3252; C -0.2412; H 0.1107; H 0.1198; H 0.1179; H 0.1132; H 0.1009; H 0.1025; H 0.1080; H 0.0930; C -0.2183; C -0.2128; C -0.2176; S 0.6529; O -0.3224; O -0.3242; C -0.2265; H 0.1156; H 0.1193; H 0.1171; H 0.1129; H 0.1020

No. 3
Below is a cluster of 6 separate species, C28H53IN2O9PS in total, with properties calculated with wB97M-V/def2-TZVPD.

Results
Total energy, eV: -79525.932
Kohn-Sham gap, eV: 4.965

The geometry in ORCA input format:
```
! RIJCOSX wB97M-V def2-TZVPD def2/J DEFGRID3
* xyz -1 1
C -0.92 -3.81 3.50
C 0.15 -2.70 3.29
C 1.63 -3.28 3.06
I 2.80 -2.71 4.79
C 2.15 -2.67 1.69
C 3.72 -2.56 1.61
C 4.15 -1.03 1.78
S 2.61 0.00 1.86
C 2.92 1.56 1.01
N 2.86 2.70 1.72
N 3.08 3.76 0.89
C 3.26 3.21 -0.32
O 3.18 1.84 -0.31
P 1.67 -3.89 0.39
O 2.33 -5.21 0.67
O -0.01 -4.02 0.26
O 2.18 -3.28 -1.10
H -1.29 -4.27 2.55
H -1.83 -3.35 3.98
H -0.55 -4.57 4.24
H 0.18 -2.05 4.21
H -0.08 -2.00 2.45
H 1.52 -4.40 2.96
H 4.26 -3.26 2.28
H 4.00 -2.86 0.56
H 4.71 -0.93 2.74
H 4.83 -0.73 0.95
H 3.43 3.89 -1.18
H -0.23 -3.69 -0.64
H 1.73 -2.42 -1.23
C 5.79 3.12 -4.83
C 4.46 2.60 -5.34
C 3.47 3.30 -4.42
O 4.07 4.55 -4.05
C 5.44 4.55 -4.45
H 6.60 3.06 -5.55
H 6.08 2.56 -3.93
H 4.31 2.93 -6.38
H 4.37 1.52 -5.32
H 3.31 2.72 -3.51
H 2.51 3.48 -4.90
H 5.55 5.22 -5.31
H 6.06 4.93 -3.63
C -4.77 -2.66 0.28
C -3.63 -2.43 -0.70
C -2.70 -1.53 0.11
O -2.88 -1.89 1.49
C -4.03 -2.73 1.60
H -5.35 -3.55 0.06
H -5.44 -1.79 0.27
H -3.13 -3.38 -0.92
H -3.94 -1.97 -1.64
H -2.97 -0.48 0.00
H -1.65 -1.66 -0.16
H -3.68 -3.75 1.81
H -4.65 -2.39 2.44
C -2.20 3.50 -5.38
C -0.77 3.44 -5.89
C -0.26 2.17 -5.25
O -1.38 1.29 -5.11
C -2.58 2.03 -5.36
H -2.87 4.10 -5.99
H -2.21 3.90 -4.36
H -0.77 3.34 -6.98
H -0.18 4.32 -5.64
H 0.14 2.36 -4.25
H 0.52 1.68 -5.85
H -2.97 1.71 -6.34
H -3.32 1.79 -4.60
C 0.38 7.35 2.88
C 1.51 6.72 2.08
C 0.81 6.37 0.78
O -0.23 7.34 0.59
C -0.39 8.09 1.80
H 0.73 8.01 3.68
H -0.24 6.57 3.32
H 2.29 7.46 1.90
H 1.97 5.86 2.57
H 0.34 5.38 0.84
H 1.49 6.38 -0.07
H 0.02 9.09 1.63
H -1.45 8.18 2.03
C -5.16 -7.51 3.54
C -4.73 -7.70 4.98
C -3.63 -6.66 5.12
O -3.96 -5.59 4.23
C -5.02 -6.01 3.37
H -6.17 -7.87 3.33
H -4.46 -8.03 2.88
H -5.56 -7.45 5.65
H -4.39 -8.71 5.22
H -2.66 -7.07 4.81
H -3.54 -6.28 6.14
H -5.93 -5.48 3.68
H -4.79 -5.72 2.34
*
```

How is the electron density shared among the atoms? According to Löwdin, the charges in e are: C -0.1316; C -0.3396; C -0.7366; I 0.7830; C -0.5109; C -0.3650; C -0.4540; S 0.9263; C -0.6167; N -0.0154; N 0.0175; C -0.1813; O 0.0096; P 0.5300; O -0.3389; O -0.1925; O -0.2011; H 0.0573; H 0.0672; H 0.0714; H 0.0476; H 0.0867; H 0.0660; H 0.0685; H 0.0804; H 0.0450; H 0.0719; H 0.1220; H 0.0462; H 0.0616; C -0.1747; C -0.1723; C -0.2031; O -0.1465; C -0.2058; H 0.1114; H 0.1171; H 0.1137; H 0.1158; H 0.1106; H 0.1042; H 0.1147; H 0.1167; C -0.1762; C -0.1752; C -0.2005; O -0.1356; C -0.2052; H 0.1076; H 0.1117; H 0.1116; H 0.1096; H 0.1176; H 0.1074; H 0.0976; H 0.1213; C -0.1768; C -0.1800; C -0.2152; O -0.1372; C -0.2085; H 0.1108; H 0.1172; H 0.1136; H 0.1103; H 0.1161; H 0.1147; H 0.1148; H 0.1162; C -0.1805; C -0.1825; C -0.2137; O -0.1492; C -0.2195; H 0.1086; H 0.1149; H 0.1136; H 0.1034; H 0.1145; H 0.1092; H 0.1118; H 0.1115; C -0.1780; C -0.1808; C -0.2016; O -0.1450; C -0.2114; H 0.1096; H 0.1164; H 0.1118; H 0.1106; H 0.1210; H 0.1175; H 0.1177; H 0.1059

No. 4
Below is a cluster of 3 separate species, C28H53N3O8 in total, with properties calculated with wB97M-V/def2-TZVPD.

Results
Relative energy (zero: lowest compared OMol25 entry of this formula, charge and spin), kJ/mol: 0.0
Total energy, eV: -50745.905
Kohn-Sham gap, eV: 9.968

The geometry in ORCA input format:
```
! RIJCOSX wB97M-V def2-TZVPD def2/J DEFGRID3
* xyz 0 1
C 7.18 0.39 -0.05
C 6.74 -0.78 -0.92
C 5.32 -1.31 -0.64
C 4.20 -0.26 -0.59
C 3.29 -0.45 0.64
C 3.96 0.03 1.94
C 3.11 1.00 2.78
C 1.68 0.56 3.06
C 0.67 1.73 3.08
C -0.79 1.23 3.17
C -1.71 1.72 2.03
C -1.91 0.73 0.91
C -0.58 0.43 0.18
C -0.46 0.93 -1.24
O -0.50 2.37 -1.35
C 0.68 2.99 -1.16
O 1.64 2.49 -0.63
C 0.68 4.40 -1.69
C 1.28 4.41 -3.10
N -2.91 1.15 -0.08
C -3.34 2.29 -0.06
O -3.75 3.35 -0.04
O -2.34 -0.52 1.51
C -3.49 -1.09 1.08
O -4.58 -0.74 1.43
O -3.27 -2.17 0.30
C -3.42 -1.93 -1.11
C -3.34 -3.27 -1.84
C -2.71 -3.10 -3.23
H 7.03 0.16 1.00
H 8.24 0.60 -0.18
H 6.65 1.30 -0.33
H 7.44 -1.60 -0.74
H 6.84 -0.53 -1.98
H 5.09 -1.99 -1.46
H 5.36 -1.90 0.28
H 4.58 0.76 -0.59
H 3.56 -0.41 -1.47
H 2.33 0.05 0.48
H 3.12 -1.52 0.72
H 4.27 -0.82 2.55
H 4.86 0.57 1.65
H 3.13 2.00 2.34
H 3.61 1.10 3.75
H 1.61 0.01 4.00
H 1.32 -0.14 2.30
H 0.93 2.33 3.96
H 0.85 2.28 2.16
H -1.19 1.62 4.10
H -0.79 0.15 3.28
H -2.67 2.00 2.48
H -1.28 2.65 1.66
H -0.45 -0.65 0.14
H 0.26 0.84 0.73
H 0.50 0.58 -1.63
H -1.22 0.54 -1.91
H 1.19 5.06 -0.99
H -0.36 4.73 -1.76
H 0.64 3.81 -3.74
H 2.27 3.97 -3.08
H 1.28 5.42 -3.50
H -2.55 -1.34 -1.43
H -4.35 -1.41 -1.32
H -4.32 -3.74 -1.89
H -2.71 -3.90 -1.22
H -3.21 -3.74 -3.96
H -1.65 -3.38 -3.22
H -2.83 -2.08 -3.57
C -0.95 0.71 7.22
O -1.25 1.30 6.20
N -0.78 -0.62 7.31
C -0.43 -1.27 8.56
C -0.97 -1.43 6.12
H -0.79 1.24 8.18
H 0.52 -1.80 8.45
H -1.20 -1.98 8.84
H -0.33 -0.53 9.35
H -0.27 -1.11 5.34
H -1.98 -1.30 5.73
H -0.80 -2.47 6.36
C -3.18 -2.81 -7.04
O -2.44 -2.72 -6.08
N -4.03 -1.85 -7.44
C -4.90 -2.01 -8.59
C -4.08 -0.61 -6.68
H -3.22 -3.72 -7.67
H -4.69 -1.24 -9.33
H -5.95 -1.92 -8.29
H -4.75 -2.99 -9.03
H -3.10 -0.13 -6.69
H -4.35 -0.80 -5.65
H -4.81 0.06 -7.13
*
```

How is the electron density shared among the atoms? According to Löwdin, the charges in e are: C -0.1213; C -0.2641; C -0.2103; C -0.2015; C -0.2010; C -0.1894; C -0.1982; C -0.2153; C -0.1815; C -0.1639; C -0.0915; C -0.3941; C -0.0558; C -0.1398; O 0.0104; C -0.4986; O 0.1035; C -0.1434; C -0.0737; N 0.2068; C -0.3021; O 0.2232; O 0.0595; C -0.5651; O 0.1811; O 0.0098; C -0.1777; C -0.2073; C -0.1052; H 0.0673; H 0.0665; H 0.0635; H 0.0988; H 0.1027; H 0.1024; H 0.1056; H 0.0969; H 0.1007; H 0.0726; H 0.1095; H 0.1091; H 0.0878; H 0.1111; H 0.1072; H 0.1056; H 0.0882; H 0.1144; H 0.0922; H 0.0775; H 0.1022; H 0.1332; H 0.1297; H 0.1424; H 0.0805; H 0.1288; H 0.1176; H 0.1199; H 0.1158; H 0.0794; H 0.0793; H 0.0729; H 0.1022; H 0.1358; H 0.1073; H 0.1100; H 0.0574; H 0.0786; H 0.0577; C -0.3366; O 0.0091; N -0.1930; C -0.0589; C -0.0286; H 0.1337; H 0.0893; H 0.0894; H 0.0815; H 0.0760; H 0.0990; H 0.0870; C -0.3413; O 0.0048; N -0.1986; C -0.0601; C -0.0380; H 0.1347; H 0.0890; H 0.0891; H 0.0817; H 0.0935; H 0.0884; H 0.0851